A.
The following is a quantum chemistry calculation of 2 unconnected molecules or ions with the total composition H4O2, from OMol25.

For the LUMO energy, the calculation gives 0.753 eV. The structure (SMILES) is O.O. The frontier orbital gap comes out at 11.51 eV.

```
6
H4O2 | OMol25 | ωB97M-V/def2-TZVPD
O -1.424 0.161 0.058
H -0.532 -0.092 -0.347
H -2.025 -0.604 -0.291
O 1.220 0.011 -0.124
H 1.144 1.010 0.029
H 1.617 -0.486 0.676
```

=====

B.
The following is a quantum chemistry calculation of 2 unconnected molecules or ions with the total composition H4O2, from OMol25.

For the LUMO energy, the calculation gives 0.694 eV. The structure (SMILES) is O.O. The frontier orbital gap comes out at 11.95 eV.

```
6
H4O2 | OMol25 | ωB97M-V/def2-TZVPD
O -14.071 -14.221 -2.885
H -15.021 -14.140 -2.801
H -13.941 -14.680 -3.715
O -14.260 -14.152 -6.425
H -15.142 -13.793 -6.522
H -14.203 -14.830 -7.098
```

=====

Verdict on stability: B comes out on top.

=====

A.
The following is a quantum chemistry calculation of 2 unconnected molecules or ions with the total composition H4O2, from OMol25.

For the LUMO energy, the calculation gives 0.976 eV. The structure (SMILES) is O.O. The frontier orbital gap comes out at 12.34 eV.

```
6
H4O2 | OMol25 | ωB97M-V/def2-TZVPD
O -0.155 0.853 1.389
H -0.430 -0.038 1.687
H 0.605 1.137 1.957
O 0.215 -0.886 -1.388
H -0.269 -0.007 -1.319
H 0.034 -1.059 -2.326
```

=====

B.
The following is a quantum chemistry calculation of 2 unconnected molecules or ions with the total composition H4O2, from OMol25.

For the LUMO energy, the calculation gives 0.566 eV. The structure (SMILES) is O.O. The frontier orbital gap comes out at 12.05 eV.

```
6
H4O2 | OMol25 | ωB97M-V/def2-TZVPD
O 5.659 9.951 -4.187
H 4.839 10.002 -3.646
H 5.595 10.713 -4.806
O 4.955 8.337 -1.833
H 4.614 8.935 -2.536
H 5.780 7.955 -2.211
```

=====

Verdict on stability: A comes out on top.

=====

A.
The following is a quantum chemistry calculation of 2 unconnected molecules or ions with the total composition H4O2, from OMol25.

For the LUMO energy, the calculation gives 0.813 eV. The structure (SMILES) is O.O. The frontier orbital gap comes out at 12.23 eV.

```
6
H4O2 | OMol25 | ωB97M-V/def2-TZVPD
O -1.682 -0.117 0.017
H -1.218 0.748 0.287
H -2.520 0.190 -0.407
O 1.729 0.127 -0.046
H 2.358 -0.681 -0.121
H 1.008 -0.335 0.468
```

=====

B.
The following is a quantum chemistry calculation of 2 unconnected molecules or ions with the total composition H4O2, from OMol25.

For the LUMO energy, the calculation gives 0.628 eV. The structure (SMILES) is O.O. The frontier orbital gap comes out at 11.29 eV.

```
6
H4O2 | OMol25 | ωB97M-V/def2-TZVPD
O 1.087 0.005 -0.107
H 1.391 0.534 0.645
H 1.658 -0.774 0.029
O -1.586 -0.127 0.077
H -0.632 -0.217 -0.179
H -1.919 0.578 -0.465
```

=====

C.
The following is a quantum chemistry calculation of 2 unconnected molecules or ions with the total composition H4O2, from OMol25.

For the LUMO energy, the calculation gives 0.519 eV. The structure (SMILES) is O.O. The frontier orbital gap comes out at 11.27 eV.

```
6
H4O2 | OMol25 | ωB97M-V/def2-TZVPD
O -1.696 -0.090 -0.060
H -1.727 0.978 -0.196
H -0.709 -0.370 -0.033
O 1.166 0.138 -0.124
H 1.189 -0.034 0.865
H 1.777 -0.621 -0.453
```

=====

D.
The following is a quantum chemistry calculation of 2 unconnected molecules or ions with the total composition H4O2, from OMol25.

For the LUMO energy, the calculation gives 0.551 eV. The structure (SMILES) is O.O. The frontier orbital gap comes out at 11.57 eV.

```
6
H4O2 | OMol25 | ωB97M-V/def2-TZVPD
O 1.268 -0.624 0.950
H 0.714 0.064 0.613
H 0.703 -1.357 1.202
O -0.498 0.650 -0.875
H -1.189 -0.100 -0.694
H -0.998 1.367 -1.195
```

=====

Verdict on stability: B comes out on top.

=====

A.
The following is a quantum chemistry calculation of 2 unconnected molecules or ions with the total composition H4O2, from OMol25.

For the LUMO energy, the calculation gives 1.022 eV. The structure (SMILES) is O.O. The frontier orbital gap comes out at 12.23 eV.

```
6
H4O2 | OMol25 | ωB97M-V/def2-TZVPD
O 0.107 -0.944 -1.081
H -0.690 -0.541 -0.735
H -0.203 -1.547 -1.756
O -0.020 0.974 0.922
H -0.121 1.059 1.870
H 0.927 0.999 0.779
```

=====

B.
The following is a quantum chemistry calculation of 2 unconnected molecules or ions with the total composition H4O2, from OMol25.

For the LUMO energy, the calculation gives 0.853 eV. The structure (SMILES) is O.O. The frontier orbital gap comes out at 12.02 eV.

```
6
H4O2 | OMol25 | ωB97M-V/def2-TZVPD
O -0.037 -1.208 0.921
H -0.764 -1.366 1.636
H -0.440 -0.764 0.193
O 0.038 1.000 -0.773
H 0.265 1.474 -1.605
H 0.937 0.863 -0.373
```

=====

Verdict on stability: A comes out on top.

=====

A.
The following is a quantum chemistry calculation of 2 unconnected molecules or ions with the total composition H4O2, from OMol25.

For the LUMO energy, the calculation gives 0.475 eV. The structure (SMILES) is O.O. The frontier orbital gap comes out at 11.16 eV.

```
6
H4O2 | OMol25 | ωB97M-V/def2-TZVPD
O 1.469 0.030 -0.086
H 1.320 -0.166 0.895
H 0.536 -0.164 -0.321
O -1.240 -0.027 0.036
H -2.014 -0.567 -0.192
H -1.680 0.869 0.018
```

=====

B.
The following is a quantum chemistry calculation of 2 unconnected molecules or ions with the total composition H4O2, from OMol25.

For the LUMO energy, the calculation gives 0.386 eV. The structure (SMILES) is O.O. The frontier orbital gap comes out at 12.22 eV.

```
6
H4O2 | OMol25 | ωB97M-V/def2-TZVPD
O 0.693 0.149 2.160
H 0.722 0.666 1.396
H 0.308 -0.715 1.888
O -0.476 -0.370 -2.049
H -1.298 0.141 -2.033
H 0.051 0.130 -1.362
```

=====

C.
The following is a quantum chemistry calculation of 2 unconnected molecules or ions with the total composition H4O2, from OMol25.

For the LUMO energy, the calculation gives 0.574 eV. The structure (SMILES) is O.O. The frontier orbital gap comes out at 11.79 eV.

```
6
H4O2 | OMol25 | ωB97M-V/def2-TZVPD
O 1.483 -0.371 0.749
H 0.725 0.205 0.901
H 1.096 -1.081 0.269
O -0.953 0.521 -0.286
H -0.644 -0.169 -0.877
H -1.707 0.896 -0.755
```

=====

Verdict on stability: C comes out on top.

=====

A.
The following is a quantum chemistry calculation of 2 unconnected molecules or ions with the total composition H4O2, from OMol25.

For the LUMO energy, the calculation gives 0.576 eV. The structure (SMILES) is O.O. The frontier orbital gap comes out at 11.87 eV.

```
6
H4O2 | OMol25 | ωB97M-V/def2-TZVPD
O 1.657 -0.275 -1.167
H 0.690 -0.124 -0.973
H 1.632 -1.228 -0.936
O -0.945 0.650 0.994
H -1.573 0.282 0.292
H -1.461 0.695 1.790
```

=====

B.
The following is a quantum chemistry calculation of 2 unconnected molecules or ions with the total composition H4O2, from OMol25.

For the LUMO energy, the calculation gives 0.839 eV. The structure (SMILES) is O.O. The frontier orbital gap comes out at 12.21 eV.

```
6
H4O2 | OMol25 | ωB97M-V/def2-TZVPD
O 0.320 1.091 0.549
H 0.433 0.175 0.893
H -0.194 1.662 1.191
O 0.154 -1.198 -0.864
H -0.750 -1.497 -0.850
H 0.037 -0.232 -0.921
```

=====

Verdict on stability: B comes out on top.